Here is a 5-piece molecular cluster, C4H15NO6 overall from the OMol25 dataset. Energies are from the ωB97M-V functional and the def2-TZVPD basis.

**⟨S²⟩**: 0.762
**Gap between HOMO and LUMO (alpha / beta)**: 10.44 / 6.11 eV
**ΔE to the lowest compared entry with this formula, charge and spin**: 0.00 kcal per mole
**Total energy**: -18157.3721 eV
**HOMO energy (alpha / beta)**: -14.55 / -14.55 eV

Geometry as ORCA input:
```
! RIJCOSX wB97M-V def2-TZVPD def2/J DEFGRID3
* xyz 1 2
H -0.0849 -0.6275 2.6140
O 1.6863 -3.2732 -0.9368
H -0.2466 3.1563 -1.0079
O 2.2484 -0.0190 2.5109
O 1.2452 0.5749 -3.1551
H 1.7003 0.7071 -2.3194
C -1.4589 1.9494 1.6434
O -0.0729 -1.2776 -1.4651
H 2.0528 -3.5266 -0.0840
H -0.5256 0.8047 0.1172
H 2.4286 -3.1350 -1.5377
O -0.8863 2.6289 2.3979
H -2.4820 2.0443 1.2362
H 1.6919 1.2108 1.0120
H -2.5030 -0.8004 1.9318
N 0.1288 -0.0064 1.8399
H 0.5607 -0.0732 -2.9433
H -1.5972 -1.4220 0.5524
O -0.1978 2.2166 -1.2078
H 0.0263 2.1034 -2.1417
H -0.0405 -1.8176 -2.2697
C -0.9347 0.5171 1.1061
H 0.6804 -1.6106 -0.9439
C 1.4338 0.4693 1.7732
C -2.0271 -0.5230 0.9882
H -2.8260 -0.2707 0.2889
*
```


Here is C4H16BInNO2S2 as an isolated structure from the OMol25 dataset. Energies are from the ωB97M-V functional and the def2-TZVPD basis.

**Gap between HOMO and LUMO**: 6.32 eV
**ΔE to the lowest compared entry with this formula, charge and spin**: 0.00 kcal per mole
**Total energy**: -37513.5906 eV
**HOMO energy**: -3.77 eV

Geometry as ORCA input:
```
! RIJCOSX wB97M-V def2-TZVPD def2/J DEFGRID3
* xyz -1 1
B 0.9903 2.2135 -1.8746
C -0.7864 -3.4766 2.6119
C 2.7790 0.9859 -0.6648
In -1.2319 2.8076 -1.8204
H 3.0794 1.9934 -0.3673
H -2.9728 -1.7182 3.3169
N 1.4274 0.9960 -1.1865
H 0.1325 -0.6869 -1.4253
O 1.9937 2.9927 -2.5019
C -2.3870 -1.2983 2.4984
H -0.2783 -4.2673 2.0638
H 3.5307 0.6148 -1.3805
H 0.9046 -0.1516 -2.9251
H 1.8514 -0.9856 -1.6977
H -1.5150 -0.7543 2.8616
S -2.0044 1.6610 0.3085
S -1.8357 -2.6209 1.4209
C 1.0479 -0.2589 -1.8446
O -0.8890 -2.0254 0.4459
H -2.2042 2.1271 -3.1312
H -1.3925 -3.9045 3.4113
H 2.5603 3.5250 -1.9393
H -1.0222 0.7431 0.3046
H -1.5746 4.5178 -1.6105
H -2.9877 -0.6273 1.8839
H 2.8456 0.3630 0.2361
H -0.0611 -2.7650 3.0060
*
```


Here is C4H16BrNSi3 as an isolated structure from the OMol25 dataset. Energies are from the ωB97M-V functional and the def2-TZVPD basis.

**Gap between HOMO and LUMO**: 10.17 eV
**ΔE to the lowest compared entry with this formula, charge and spin**: 45.23 kcal per mole
**Total energy**: -99575.2995 eV
**HOMO energy**: -9.48 eV

Geometry as ORCA input:
```
! RIJCOSX wB97M-V def2-TZVPD def2/J DEFGRID3
* xyz 0 1
H 2.5190 2.3362 0.1879
H -2.2770 -3.2283 1.0634
H -2.1745 0.0378 0.1412
H -1.4035 -0.9987 -2.3569
H 0.6329 1.7357 -2.2713
C 1.6602 2.5061 0.8622
C -0.9973 -1.8236 -1.7745
H 1.9598 2.0007 1.8408
H -1.0576 1.5219 -1.8010
H 1.6322 3.5013 1.0299
H 1.7049 -2.2527 1.1502
Br 3.2789 -0.1995 -0.0939
H 0.0070 -1.8795 -2.0246
H -0.2905 3.0941 -2.2038
H -1.1225 2.0601 0.9270
H -1.8341 -1.9306 2.2251
Si 0.0522 1.7020 0.1552
N 0.0007 -0.0459 0.4591
C -0.2462 2.1046 -1.6717
H 1.4377 -0.5419 2.4813
H -1.6604 -2.6361 -2.0704
C -1.5522 -2.3626 1.2692
Si 1.5222 -0.7348 1.0551
H -0.4955 -2.9136 1.4711
Si -1.2966 -1.0527 -0.0508
*
```


Here is C4H16FInO4 as an isolated structure from the OMol25 dataset. Energies are from the ωB97M-V functional and the def2-TZVPD basis.

**⟨S²⟩**: 1.763
**Gap between HOMO and LUMO (alpha / beta)**: 4.19 / 4.60 eV
**ΔE to the lowest compared entry with this formula, charge and spin**: 16.97 kcal per mole
**Total energy**: -20447.8919 eV
**HOMO energy (alpha / beta)**: -20.36 / -20.06 eV

Geometry as ORCA input:
```
! RIJCOSX wB97M-V def2-TZVPD def2/J DEFGRID3
* xyz 3 2
H -0.1931 -1.3378 -1.3195
C 1.2186 -2.4555 -1.7992
C -3.2945 1.8447 -0.8742
H 2.0703 -1.3990 4.7609
F -0.3775 -0.7096 0.5286
H 2.1658 -1.9192 -1.8559
H 0.9925 2.4544 -2.3121
H 0.1531 1.0659 -2.7928
O -0.0542 1.5309 -0.8415
O -2.5158 1.5333 0.3613
H 1.0471 -3.2192 -2.5579
In -2.1922 -0.1588 2.8501
H 1.1056 -2.9029 -0.8117
H -2.9297 2.7858 -1.2856
O 0.1692 -1.5962 -2.1701
H -1.6124 1.5698 0.0386
H 2.2382 0.2990 4.2918
C 1.9816 -0.6973 3.9315
H 2.9230 -0.9620 3.4501
H -2.9705 1.2782 -1.7472
H 0.0617 0.6362 -0.5134
H 1.1160 -0.9798 2.1146
H 1.6588 0.9585 -1.7257
H -4.3831 1.8448 -0.8197
C 0.7192 1.4632 -1.9503
O 0.9021 -0.9273 3.0490
*
```